Formula: C6H11NO
Source: the OMol25 dataset
Level of theory: ωB97M-V/def2-TZVPD

```
! wB97M-V def2-TZVPD RIJCOSX def2/J DEFGRID3
* xyz 0 1
C -1.319 -2.103 0.384
C -0.094 -1.072 -1.242
C 0.633 0.148 -1.312
C 0.383 0.893 -0.160
C 0.773 2.033 0.602
C -0.689 0.103 0.591
H -1.851 -2.034 1.437
H -0.358 -2.768 0.651
H -1.780 -2.598 -0.406
H -0.560 -1.162 -2.378
H 0.568 -2.054 -1.050
H 1.770 0.278 -1.743
H -0.176 2.628 0.962
H 1.266 1.751 1.570
H 2.763 2.976 0.189
H -1.614 0.679 0.612
H -0.320 0.253 1.822
N -0.982 -0.933 -0.221
O 1.587 2.980 -0.307
*
```

Its energy above the lowest of the compared OMol25 structures with the same formula, charge and spin is 667.4 kJ/mol. The lowest unoccupied orbital energy is 0.35 eV. For the HOMO energy, the calculation gives -0.297 Eh.

Just the Mulliken charges please, in e? Sure, here they are:
1 C -1.002
2 C -0.152
3 C -0.694
4 C 0.755
5 C -0.685
6 C -0.760
7 H 0.272
8 H 0.271
9 H 0.392
10 H 0.174
11 H 0.213
12 H 0.182
13 H 0.218
14 H 0.367
15 H 0.345
16 H 0.271
17 H 0.221
18 N 0.180
19 O -0.567